1.
Formula: C37H40CeN6O4Si
Source: the OMol25 dataset
Level of theory: wB97M-V/def2-TZVPD

XYZ file:
```
89
Properties=species:S:1:pos:R:3
Ce 0.956 0.237 1.606
C 1.274 3.220 4.953
C 0.552 2.195 4.081
O 0.818 2.187 2.834
C -0.302 1.333 4.751
C -0.954 0.194 4.211
C -1.488 -0.839 5.173
N -1.040 0.001 2.919
N -1.693 -1.168 2.533
C -1.315 -1.680 1.398
O -0.354 -1.283 0.635
C -2.060 -2.892 0.965
C -1.967 -3.300 -0.363
C -2.604 -4.449 -0.788
C -3.331 -5.212 0.110
C -3.418 -4.818 1.436
C -2.792 -3.663 1.863
H 1.631 4.049 4.347
H 2.129 2.736 5.424
H 0.617 3.590 5.736
H -0.370 1.459 5.824
H -1.611 -0.432 6.174
H -0.770 -1.658 5.214
H -2.430 -1.231 4.797
H -1.383 -2.699 -1.046
H -2.520 -4.765 -1.819
H -3.824 -6.115 -0.223
H -3.963 -5.434 2.139
H -2.845 -3.341 2.892
C 2.426 1.087 -0.362
Si 1.373 1.726 -1.739
C 0.009 2.765 -0.855
N -0.841 1.903 -0.033
C -1.602 2.664 0.962
C -2.768 3.476 0.378
C -3.698 2.569 -0.446
C -3.189 1.129 -0.456
C -1.730 1.103 -0.895
C 0.653 0.327 -2.827
C 0.045 0.539 -4.059
C -0.445 -0.515 -4.813
C -0.325 -1.815 -4.353
C 0.286 -2.047 -3.132
C 0.759 -0.985 -2.382
C 2.214 2.901 -2.993
C 2.434 4.238 -2.672
C 3.222 5.054 -3.460
C 3.819 4.546 -4.602
C 3.618 3.219 -4.943
C 2.832 2.412 -4.143
H 2.908 1.934 0.155
H 3.235 0.446 -0.727
H -0.590 3.390 -1.539
H 0.538 3.441 -0.178
H -0.904 3.330 1.478
H -1.988 1.962 1.709
H -2.373 4.288 -0.239
H -3.317 3.934 1.203
H -3.735 2.928 -1.477
H -4.715 2.599 -0.051
H -3.774 0.537 -1.163
H -3.296 0.667 0.526
H -1.691 1.484 -1.925
H -1.370 0.071 -0.906
H -0.047 1.549 -4.438
H -0.925 -0.325 -5.765
H -0.708 -2.641 -4.939
H 0.386 -3.060 -2.764
H 1.203 -1.165 -1.413
H 1.981 4.642 -1.779
H 3.386 6.088 -3.183
H 4.444 5.179 -5.220
H 4.089 2.814 -5.831
H 2.690 1.373 -4.409
N -0.269 -6.332 1.310
C 0.419 -5.471 0.990
C 1.314 -4.456 0.590
C 2.094 -4.604 -0.561
C 2.999 -3.606 -0.869
C 3.073 -2.492 -0.043
N 2.306 -2.327 1.029
C 1.458 -3.289 1.351
H 1.989 -5.485 -1.182
H 3.632 -3.683 -1.738
H 3.788 -1.702 -0.232
H 0.883 -3.149 2.258
O 2.984 0.145 2.768
N 2.432 -0.406 3.759
O 1.434 -1.125 3.489
```

Total energy = -76957.7746 eV
Highest occupied orbital energy (spin up / spin down) = -4.1 / -4.4 eV
<S²> = 0.751
Frontier orbital gap (spin up / spin down) = 6.42 / 6.72 eV
Relative energy (zero: lowest compared OMol25 entry of this formula, charge and spin) = 0.00 kJ/mol
Total charge = -1
2S+1 = 2

=====

2.
Formula: C4H24O8
Source: the OMol25 dataset
Level of theory: wB97M-V/def2-TZVPD

XYZ file:
```
36
Properties=species:S:1:pos:R:3
C -1.212 -2.674 0.663
C -1.246 -1.426 1.490
C -0.782 -0.263 1.036
C -0.950 0.995 1.828
H -0.271 -2.750 0.131
H -1.383 -3.655 1.116
H -1.887 -2.619 -0.196
H -1.706 -1.509 2.472
H -0.202 -0.268 0.111
H -0.014 1.529 1.946
H -1.573 1.666 1.201
H -1.616 0.888 2.664
O 1.384 0.621 -1.954
H 1.508 1.349 -2.548
H 2.254 0.350 -1.573
O -0.664 -0.791 -2.662
H -0.439 -1.696 -2.895
H 0.183 -0.429 -2.281
O 4.185 -0.364 1.345
H 3.784 -1.194 1.620
H 3.933 0.226 2.091
O 2.794 0.021 3.611
H 2.572 -0.899 3.459
H 2.070 0.558 3.268
O 3.834 -0.029 -1.335
H 4.121 -0.356 -2.191
H 4.217 -0.584 -0.646
O -4.591 0.259 -0.092
H -4.498 1.205 -0.252
H -3.802 -0.127 -0.450
O -2.330 1.404 -2.624
H -2.983 0.820 -2.237
H -1.552 0.826 -2.733
O -1.080 3.103 -0.796
H -1.773 2.624 -1.277
H -0.283 3.190 -1.312
```

Total energy = -20916.8538 eV
Highest occupied orbital energy = -9.0 eV
Frontier orbital gap = 9.06 eV
Relative energy (zero: lowest compared OMol25 entry of this formula, charge and spin) = 82.21 kJ/mol
Total charge = 0
SMILES string = C/C=C/C.O.O.O.O.O.O.O.O
2S+1 = 1

=====

3.
Formula: C17H12F3N2O5S2
Source: the OMol25 dataset
Level of theory: wB97M-V/def2-TZVPD

XYZ file:
```
41
Properties=species:S:1:pos:R:3
C 1.258 -2.569 4.271
C 0.608 -1.832 3.155
C 0.130 -0.546 3.352
C -0.419 0.168 2.307
C -0.494 -0.392 1.056
S -1.185 0.563 -0.322
N -2.703 0.008 -0.104
C -3.601 0.561 -0.802
O -4.458 1.049 -1.406
O -0.988 1.985 0.094
O -0.480 0.021 -1.521
C -0.051 -1.674 0.849
C 0.500 -2.392 1.890
H 1.597 -3.555 3.955
H 2.128 -2.022 4.634
H 0.573 -2.704 5.107
H 0.197 -0.098 4.330
H -0.778 1.174 2.447
H -0.125 -2.095 -0.141
H 0.856 -3.394 1.718
F -5.663 -2.805 -4.885
C -5.790 -2.851 -3.555
F -6.147 -4.063 -3.122
F -4.694 -2.418 -2.927
S -7.159 -1.725 -3.065
C -6.946 -1.984 -1.295
C -7.754 -1.323 -0.419
C -7.708 -1.583 0.986
C -8.539 -0.918 1.835
C -9.440 0.047 1.361
C -10.268 0.724 2.238
N -10.969 1.290 2.981
C -9.507 0.305 -0.015
C -8.697 -0.357 -0.883
O -7.069 -0.244 -3.312
O -8.544 -2.279 -3.294
H -6.207 -2.683 -0.958
H -7.024 -2.325 1.363
H -8.518 -1.118 2.894
H -10.204 1.045 -0.376
H -8.735 -0.135 -1.939
```

Total energy = -60862.5229 eV
Highest occupied orbital energy = -3.3 eV
Frontier orbital gap = 5.42 eV
Total charge = -1
2S+1 = 1

=====

4.
Formula: C31H30N6O6S2Tl
Source: the OMol25 dataset
Level of theory: wB97M-V/def2-TZVPD

XYZ file:
```
76
Properties=species:S:1:pos:R:3
Tl 1.499 0.395 0.485
C -0.592 4.633 -0.210
C 0.386 3.518 -0.375
N 1.101 3.048 0.553
N 1.001 3.527 1.819
C 1.877 3.069 2.758
N 1.538 3.445 4.015
S 3.223 2.162 2.402
C 0.635 2.872 -1.714
C 0.032 3.332 -2.860
C 0.320 2.704 -4.061
C 1.229 1.668 -4.077
C 1.800 1.280 -2.874
N 1.492 1.853 -1.713
H -0.244 5.360 0.524
H -1.551 4.214 0.109
H -0.754 5.169 -1.140
H 0.242 4.131 2.087
H 0.554 3.511 4.233
H 2.101 3.010 4.726
H -0.680 4.143 -2.826
H -0.170 3.024 -4.972
H 1.488 1.148 -4.989
H 2.531 0.485 -2.846
O 0.181 -5.346 -3.693
C 1.290 -4.773 -3.589
O 2.398 -5.011 -4.113
C 1.281 -3.552 -2.655
C 0.118 -3.179 -1.985
C 0.131 -2.070 -1.162
N 1.252 -1.357 -0.983
C 2.384 -1.715 -1.596
C 2.431 -2.796 -2.451
C 3.611 -0.894 -1.256
O 4.653 -1.124 -1.845
O 3.471 0.003 -0.321
H -0.775 -3.771 -2.137
H -0.747 -1.711 -0.637
H 3.352 -3.066 -2.947
C 3.288 -2.928 1.447
N 2.750 -1.708 2.049
C 3.802 -1.041 2.817
C 1.626 -2.026 2.901
C 0.628 -0.906 3.150
C -0.117 -1.023 4.328
C -1.127 -0.134 4.646
C -1.420 0.903 3.767
C -0.688 1.036 2.594
C 0.344 0.148 2.286
H 3.593 -3.648 2.222
H 4.165 -2.689 0.849
H 2.545 -3.401 0.805
H 4.241 -1.729 3.557
H 3.389 -0.182 3.344
H 4.584 -0.691 2.141
H 1.994 -2.373 3.878
H 1.076 -2.861 2.462
H 0.111 -1.842 5.007
H -1.691 -0.258 5.563
H -2.240 1.583 3.972
H -0.977 1.794 1.879
O -7.088 -2.448 -2.541
C -7.028 -1.195 -2.017
O -8.053 -0.597 -1.830
C -5.668 -0.674 -1.699
C -5.550 0.356 -0.769
C -4.308 0.870 -0.435
C -3.121 0.399 -1.036
S -1.558 1.074 -0.634
C -3.263 -0.631 -1.984
C -4.508 -1.154 -2.301
H -6.201 -2.828 -2.551
H -6.455 0.738 -0.308
H -4.227 1.655 0.308
H -2.379 -1.003 -2.487
H -4.557 -1.924 -3.066
```

Total energy = -80225.7822 eV
Highest occupied orbital energy = -4.9 eV
Frontier orbital gap = 6.17 eV
Relative energy (zero: lowest compared OMol25 entry of this formula, charge and spin) = 71.53 kJ/mol
Total charge = -1
2S+1 = 1

=====

5.
Formula: C3H4N2O
Source: the OMol25 dataset
Level of theory: wB97M-V/def2-TZVPD

XYZ file:
```
10
Properties=species:S:1:pos:R:3
N 1.804 -0.189 -0.358
C 0.461 -0.170 -0.044
C -0.580 0.567 -0.526
C -1.675 0.093 0.237
N -1.340 -0.851 1.076
O 0.032 -1.014 0.901
H 2.338 -0.863 0.173
H 2.233 0.726 -0.333
H -0.562 1.291 -1.325
H -2.710 0.410 0.199
```

Total energy = -8202.1207 eV
Highest occupied orbital energy = -8.9 eV
Frontier orbital gap = 9.74 eV
Relative energy (zero: lowest compared OMol25 entry of this formula, charge and spin) = 170.27 kJ/mol
Total charge = 0
SMILES string = Nc1ccno1
2S+1 = 1

=====

6.
Formula: C3H8OS
Source: the OMol25 dataset
Level of theory: wB97M-V/def2-TZVPD

XYZ file:
```
13
Properties=species:S:1:pos:R:3
C 3.574 0.392 0.437
O 3.067 -0.249 -0.432
H 4.523 0.937 0.300
H 3.130 0.489 1.443
C -1.594 1.078 -0.392
S -0.728 0.037 0.817
C -0.762 -1.522 -0.107
H -1.014 1.128 -1.314
H -2.581 0.661 -0.585
H -1.689 2.068 0.046
H -0.303 -2.277 0.522
H -1.796 -1.790 -0.318
H -0.195 -1.408 -1.027
```

Total energy = -16122.3769 eV
Highest occupied orbital energy = -8.4 eV
Frontier orbital gap = 9.30 eV
Relative energy (zero: lowest compared OMol25 entry of this formula, charge and spin) = 83.03 kJ/mol
Total charge = 0
SMILES string = C=O.CSC
2S+1 = 1

=====

7.
Formula: C9H14
Source: the OMol25 dataset
Level of theory: wB97M-V/def2-TZVPD

XYZ file:
```
23
Properties=species:S:1:pos:R:3
C 0.037 1.370 -2.359
C -0.574 1.494 -0.985
C -0.650 2.715 -0.323
C -1.149 2.777 0.966
C -1.814 1.644 1.458
C -2.020 0.511 0.701
C -1.302 0.410 -0.487
H 0.912 2.020 -2.540
H -0.745 1.304 -3.120
H 0.543 0.423 -2.599
H -0.202 3.663 -0.682
H -1.022 3.691 1.554
H -2.219 1.683 2.466
H -2.840 -0.139 1.018
H -1.337 -0.477 -1.128
C 1.549 -3.371 0.227
C 2.003 -2.384 1.303
H 1.386 -4.366 0.679
H 0.653 -3.115 -0.372
H 2.422 -3.484 -0.446
H 2.329 -1.430 0.897
H 1.163 -2.097 1.993
H 2.875 -2.844 1.780
```

Total energy = -9559.3418 eV
Highest occupied orbital energy = -9.0 eV
Frontier orbital gap = 9.95 eV
Relative energy (zero: lowest compared OMol25 entry of this formula, charge and spin) = 81.02 kJ/mol
Total charge = 0
SMILES string = Cc1ccccc1.CC
2S+1 = 1